# 1
The following is a quantum chemistry calculation of a gas-phase ion, C5H3Cl2O2S (charge -1) at a distorted geometry, from the Open Molecules 2025 dataset.

- Molar mass: 198.050 g/mol
- Charge: -1
- HOMO level: -0.1533 hartree

The geometry in XYZ format:
```
13
Properties=species:S:1:pos:R:3:nbo_charge:R:1
C -1.53 0.24 0.12 -0.35
C -1.39 1.39 -0.52 -0.28
C 2.12 -0.80 -0.19 0.69
C -0.45 -0.74 0.31 -0.34
C 0.92 -0.03 0.37 0.09
O 2.00 -1.75 0.66 -0.68
O 2.82 -0.57 -1.13 -0.63
S 0.16 2.00 -1.14 -0.21
Cl -0.45 -1.70 -1.15 -0.01
Cl 1.12 0.86 1.79 0.06
H -2.57 0.15 0.38 0.21
H -2.03 2.17 -0.80 0.20
H -0.72 -1.21 1.31 0.25
```

---

# 2
The following is a quantum chemistry calculation of 20 unconnected molecules or ions with the total composition C7H54BClN2O25S at a distorted geometry, from the Open Molecules 2025 dataset.

- Molar mass: 644.830 g/mol
- Charge: 0
- HOMO level: -0.3711 hartree

The geometry in XYZ format:
```
91
Properties=species:S:1:pos:R:3:lowdin_charge:R:1
C -0.19 -1.19 1.10 -0.14
C -1.56 -0.72 0.54 -0.21
C -1.54 -0.43 -0.99 -0.58
Cl -0.06 -1.11 -1.79 0.67
N -1.79 0.96 -1.37 -0.01
C -1.05 1.98 -0.60 -0.15
C 0.47 2.01 -0.85 -0.20
C 1.05 3.42 -0.49 -0.19
S 2.78 3.36 0.00 0.64
O 2.87 3.79 1.38 -0.32
O 3.55 4.14 -0.88 -0.25
O 3.40 1.88 -0.06 -0.15
C -3.15 1.26 -1.32 -0.50
O -3.92 0.73 -2.04 0.14
O -3.63 2.18 -0.43 0.21
B -4.61 1.69 0.42 -0.68
N -5.77 2.56 0.74 0.16
O -4.53 0.44 0.99 0.19
H 0.63 -0.53 0.82 0.02
H 0.02 -2.20 0.75 0.06
H -0.21 -1.24 2.20 0.05
H -2.23 -1.58 0.70 0.10
H -1.98 0.09 1.15 0.10
H -2.35 -1.01 -1.42 0.08
H -1.43 2.96 -0.93 0.14
H -1.21 1.96 0.49 0.14
H 0.76 1.70 -1.86 0.11
H 0.94 1.31 -0.15 0.08
H 0.86 4.14 -1.28 0.12
H 0.47 3.77 0.38 0.08
H 3.74 1.63 0.82 0.10
H -6.55 1.93 0.95 0.08
H -5.59 3.00 1.65 0.08
H -5.17 0.43 1.71 0.12
O 2.88 -1.51 0.93 -0.05
H 3.22 -0.61 0.91 0.01
H 3.60 -2.02 1.33 0.02
O -2.36 -3.35 -1.25 -0.06
H -3.08 -3.54 -1.85 0.05
H -1.65 -3.93 -1.55 0.05
O 4.12 -4.17 1.86 -0.06
H 4.56 -4.91 2.29 0.05
H 3.84 -4.53 1.00 0.01
O -6.41 4.92 -1.40 -0.08
H -6.27 4.42 -2.21 0.01
H -6.35 4.25 -0.70 -0.01
O -6.39 5.11 -4.59 -0.06
H -6.81 5.88 -4.17 0.04
H -5.98 5.47 -5.38 0.04
O -7.95 3.84 2.49 -0.06
H -7.95 4.41 3.27 0.04
H -8.42 4.36 1.83 0.04
O 5.62 -0.86 -0.57 -0.06
H 5.24 -0.22 -1.18 0.04
H 5.20 -1.70 -0.82 0.01
O 2.97 -4.55 -1.27 -0.05
H 2.47 -3.83 -0.84 0.05
H 3.35 -4.14 -2.05 0.03
O 6.62 -4.94 0.68 -0.05
H 6.12 -4.22 1.09 0.03
H 7.02 -4.53 -0.10 0.03
O -6.02 -1.56 -2.42 -0.05
H -5.47 -0.77 -2.43 0.00
H -5.61 -2.13 -1.77 0.03
O -0.83 5.45 1.13 -0.06
H -0.92 6.01 1.91 0.04
H -1.34 5.89 0.44 0.05
O 1.90 1.97 3.51 -0.05
H 1.37 2.67 3.90 0.06
H 2.31 2.40 2.74 -0.01
O 1.57 6.25 2.11 -0.07
H 2.14 5.47 1.98 -0.01
H 2.14 6.89 2.55 0.04
O 0.59 -0.63 4.23 -0.06
H 1.14 0.17 4.18 0.00
H 1.04 -1.18 4.89 0.04
O 8.14 -7.07 -0.86 -0.05
H 7.65 -6.35 -0.45 -0.02
H 8.54 -6.68 -1.64 0.04
O -3.83 1.52 -4.90 -0.06
H -4.05 1.30 -3.99 -0.01
H -3.87 0.67 -5.36 0.03
O 3.68 -6.88 0.74 -0.05
H 3.51 -6.56 -0.16 0.03
H 4.56 -7.26 0.70 0.05
O 5.53 -3.93 -2.07 -0.04
H 5.74 -4.41 -2.88 0.06
H 5.64 -4.59 -1.38 0.01
O 1.14 -4.96 2.31 -0.06
H 1.66 -5.76 2.17 0.02
H 1.75 -4.35 2.73 0.02
```

---

# 3
The following is a quantum chemistry calculation of 3 unconnected molecules or ions with the total composition C4H13NO2 at a distorted geometry, from the Open Molecules 2025 dataset.

- Molar mass: 107.153 g/mol
- Charge: 0
- Energy relative to the best compared isomer or geometry (same formula, charge and spin): 1.6057 eV
- HOMO level: -0.3575 hartree

The geometry in XYZ format:
```
20
Properties=species:S:1:pos:R:3:nbo_charge:R:1
C -2.31 -0.52 -1.64 -0.41
C -1.97 0.73 -1.32 -0.16
C -0.62 1.37 -1.49 -0.46
C 0.51 0.40 -1.08 -0.22
N 1.68 0.87 -0.32 -0.84
H -1.54 -1.19 -1.97 0.18
H -3.27 -0.95 -1.39 0.20
H -2.80 1.37 -1.03 0.20
H -0.51 1.55 -2.56 0.23
H -0.59 2.29 -0.90 0.22
H 0.80 -0.20 -1.94 0.17
H -0.02 -0.27 -0.41 0.18
H 1.88 1.84 -0.51 0.36
H 2.44 0.32 -0.68 0.36
O 3.51 1.62 2.24 -0.95
H 3.68 0.74 1.90 0.47
H 2.61 1.83 1.98 0.48
O -0.88 -4.25 3.69 -0.93
H -1.53 -4.03 4.37 0.46
H -1.06 -3.55 3.05 0.46
```

---

# 4
The following is a quantum chemistry calculation of a molecular structure, C31H37N5Sc at a distorted geometry, from the Open Molecules 2025 dataset.

- Molar mass: 524.628 g/mol
- Charge: -1
- Energy relative to the best compared isomer or geometry (same formula, charge and spin): 0.0000 eV
- HOMO level: -0.0677 hartree

The geometry in XYZ format:
```
74
Properties=species:S:1:pos:R:3:lowdin_charge:R:1
Sc -1.15 -0.24 0.78 0.77
N -0.85 -3.42 3.12 0.01
N -0.53 1.51 1.87 -0.03
C -1.93 0.19 -1.83 -0.26
C -2.34 1.25 -0.95 -0.28
C -3.24 0.70 0.02 -0.32
C -3.86 1.43 1.15 -0.06
H -3.66 2.51 1.07 0.07
H -3.47 1.09 2.13 0.07
H -4.94 1.27 1.16 0.08
C -3.41 -0.69 -0.29 -0.29
C -4.26 -1.67 0.44 -0.07
H -5.11 -1.99 -0.18 0.08
H -4.66 -1.23 1.37 0.07
H -3.69 -2.57 0.72 0.07
C -2.62 -0.99 -1.44 -0.27
C -2.64 -2.28 -2.18 -0.05
H -2.62 -3.14 -1.49 0.07
H -1.79 -2.37 -2.86 0.07
H -3.56 -2.37 -2.79 0.08
C -2.03 2.70 -1.10 -0.05
H -2.94 3.27 -1.39 0.08
H -1.26 2.87 -1.86 0.06
H -1.68 3.14 -0.16 0.06
C -1.02 0.32 -3.00 -0.06
H -0.48 -0.62 -3.17 0.05
H -0.28 1.12 -2.85 0.07
H -1.59 0.54 -3.92 0.08
C 0.12 -4.16 3.62 -0.22
H 0.03 -5.25 3.52 0.08
C 1.27 -3.63 4.24 -0.15
H 2.05 -4.31 4.57 0.06
C 1.35 -2.24 4.41 -0.14
H 2.21 -1.79 4.90 0.09
C 0.32 -1.44 3.93 -0.07
H 0.33 -0.35 3.97 0.08
C -0.82 -2.04 3.26 -0.46
C -1.78 -1.36 2.52 -0.19
H -2.81 -1.73 2.67 -0.01
C 0.45 1.16 1.01 -0.23
C -0.22 2.77 2.39 -0.11
H -0.80 3.22 3.18 0.09
C 0.89 3.24 1.75 -0.08
H 1.43 4.16 1.85 0.11
N 1.33 2.19 0.92 -0.04
C 2.28 2.18 -0.14 -0.12
C 2.15 3.10 -1.19 -0.19
C 2.78 2.78 -2.40 -0.02
H 2.69 3.48 -3.24 0.11
C 3.51 1.60 -2.57 -0.28
C 4.17 1.25 -3.87 -0.07
H 3.86 0.26 -4.22 0.08
H 5.26 1.23 -3.76 0.08
H 3.92 1.99 -4.64 0.07
C 3.64 0.73 -1.49 -0.02
H 4.23 -0.19 -1.60 0.12
C 3.02 0.99 -0.27 -0.20
C 3.15 0.02 0.86 -0.04
H 3.77 0.42 1.68 0.09
H 3.64 -0.89 0.50 0.08
H 2.18 -0.26 1.27 0.05
C 1.34 4.36 -1.11 -0.05
H 1.97 5.21 -0.83 0.09
H 0.52 4.30 -0.39 0.06
H 0.92 4.59 -2.09 0.08
N 0.00 -3.05 0.28 0.05
C 0.85 -3.85 -0.38 -0.08
C 1.52 -3.05 -1.30 -0.07
C 1.00 -1.77 -1.16 -0.12
N 0.08 -1.77 -0.16 -0.02
H -0.63 -3.33 1.03 0.12
H 0.92 -4.90 -0.16 0.12
H 2.28 -3.35 -2.00 0.09
H 1.23 -0.88 -1.73 0.10
```

---

# 5
The following is a quantum chemistry calculation of 2 unconnected molecules or ions with the total composition C5H11O4S2 at a distorted geometry, from the Open Molecules 2025 dataset.

- Molar mass: 199.273 g/mol
- Charge: -1
- 2S+1: 3
- HOMO level (alpha / beta): -0.1019 / -0.2120 hartree

The geometry in XYZ format:
```
22
Properties=species:S:1:pos:R:3:nbo_charge:R:1
C 2.70 -1.26 -0.16 -0.61
C -0.46 2.39 0.87 -0.52
C 1.64 -0.37 -0.72 -0.43
C 0.32 -0.60 0.14 0.02
C -0.81 0.29 -0.34 -0.49
O -3.22 0.99 -0.11 -1.04
O -2.73 -1.38 -0.03 -1.02
O -2.19 0.02 1.84 -1.02
O -0.05 -2.03 0.06 -0.76
S -0.92 0.72 -1.98 0.05
S -2.40 -0.07 0.44 2.42
H 2.26 -2.22 0.15 0.23
H 3.36 -0.95 0.61 0.20
H 3.37 -1.51 -0.96 0.19
H -1.47 2.52 0.87 0.18
H -0.05 1.82 1.72 0.17
H 0.19 3.11 0.32 0.15
H 1.74 0.71 -0.84 0.21
H 1.49 -0.68 -1.67 0.20
H 0.44 -0.25 1.28 0.18
H -0.98 -2.02 0.36 0.50
H -2.25 0.77 -1.84 0.19
```

---

# 6
The following is a quantum chemistry calculation of a molecular structure, C35H31CdN12O5S3, from the Open Molecules 2025 dataset.

- Molar mass: 908.325 g/mol
- Charge: -1
- Energy relative to the best compared isomer or geometry (same formula, charge and spin): 0.4689 eV
- HOMO level (alpha / beta): -0.1104 / -0.1051 hartree

The geometry in XYZ format:
```
87
Properties=species:S:1:pos:R:3:lowdin_charge:R:1
Cd -1.01 -0.76 -0.46 1.13
C 2.25 -2.90 1.83 -0.02
C 1.66 -1.68 2.49 -0.29
N 0.40 -1.55 2.50 0.07
N -0.17 -0.62 3.30 -0.06
C -0.94 0.33 2.94 -1.13
S -1.40 0.96 1.39 0.44
S -1.69 1.20 4.35 0.83
C -0.21 1.67 5.28 -0.44
C 0.63 2.81 4.76 -0.27
C 0.36 3.51 3.59 -0.05
C 1.19 4.55 3.17 -0.08
C 2.29 4.91 3.92 -0.11
C 2.58 4.22 5.10 -0.12
C 1.75 3.18 5.50 -0.07
C 2.55 -0.64 3.10 -0.11
C 3.25 -0.83 4.28 -0.02
C 4.00 0.20 4.83 -0.08
C 4.06 1.44 4.20 -0.09
C 3.38 1.64 3.00 0.01
C 2.65 0.60 2.48 -0.19
O 1.97 0.79 1.28 0.08
H 2.00 -3.79 2.40 0.08
H 1.85 -3.02 0.82 0.05
H 3.34 -2.81 1.77 0.08
H -0.59 1.92 6.28 0.07
H 0.40 0.77 5.37 0.07
H -0.51 3.24 3.00 0.06
H 0.96 5.07 2.25 0.10
H 2.93 5.73 3.61 0.10
H 3.44 4.50 5.70 0.10
H 1.98 2.64 6.42 0.12
H 3.19 -1.79 4.78 0.12
H 4.54 0.04 5.76 0.10
H 4.64 2.25 4.63 0.10
H 3.42 2.59 2.48 0.13
O -5.55 0.23 -6.22 -0.07
N -4.53 0.97 -6.20 -0.39
O -4.28 1.75 -7.14 -0.05
C -3.65 0.93 -5.12 -0.13
C -2.55 1.79 -5.14 0.02
C -1.62 1.84 -4.09 -0.16
C -0.51 2.72 -4.09 -0.01
C 0.31 2.78 -3.00 -0.05
C 0.06 1.94 -1.91 -0.15
N -0.92 1.05 -1.92 0.01
C -1.76 1.00 -2.97 -0.17
C -2.87 0.05 -2.93 -0.17
N -2.94 -0.77 -1.87 0.02
C -3.95 -1.63 -1.77 -0.17
C -4.93 -1.73 -2.74 -0.06
C -4.86 -0.91 -3.85 0.01
C -3.82 0.02 -3.99 -0.05
H -2.43 2.44 -6.00 0.11
H -0.34 3.34 -4.96 0.12
H 1.16 3.45 -2.96 0.10
H 0.65 2.00 -1.00 0.09
H -3.95 -2.26 -0.89 0.08
H -5.73 -2.45 -2.64 0.10
H -5.60 -0.98 -4.63 0.09
S 0.03 -2.88 -1.69 0.43
C 0.56 -2.10 -3.17 -0.87
N -0.44 -1.86 -4.10 0.02
C -0.16 -1.31 -5.36 -0.12
C 1.13 -1.00 -5.64 -0.13
C 2.11 -1.27 -4.68 -0.17
N 1.79 -1.82 -3.44 0.01
H -1.37 -2.15 -3.86 0.09
H -1.00 -1.15 -6.03 0.10
H 1.40 -0.56 -6.60 0.09
H 3.16 -1.07 -4.87 0.07
N -3.30 -5.55 1.30 0.13
N -3.02 -4.20 1.43 -0.30
N -3.59 -3.45 2.35 0.13
C -2.98 -2.29 2.12 -0.21
N -2.09 -2.37 1.12 -0.07
N -2.15 -3.61 0.68 0.06
H -4.31 -5.67 1.32 0.09
H -2.90 -5.85 0.43 0.10
H -3.17 -1.39 2.69 0.10
C 4.01 -1.24 -0.80 0.00
O 3.59 -0.37 0.28 0.01
C 2.30 -0.03 0.25 -0.59
O 1.52 -0.38 -0.59 -0.01
H 5.05 -0.99 -1.00 0.09
H 3.38 -1.11 -1.68 0.07
H 3.92 -2.28 -0.48 0.09
```